Entry 1:
Here is a cluster of 11 separate species, C38H73F15O28S6 in total at a distorted geometry from OMol25. Energies are from ωB97M-V/def2-TZVPD.

As for the LUMO energy: 0.145 eV. The total charge is 0. The calculation puts the HOMO energy at -10.3 eV. The energy is -7485.48800 hartree. As for the gap between HOMO and LUMO: 10.409 eV. The SMILES is CCOC(=O)C(F)(F)F.CCOC(=O)C(F)(F)F.CCOC(=O)C(F)(F)F.CCOC(=O)C(F)(F)F.CCOC(=O)C(F)(F)F.CCOS(C)(=O)=O.CCOS(C)(=O)=O.CCOS(C)(=O)=O.CCOS(C)(=O)=O.CCOS(C)(=O)=O.CCOS(C)(=O)=O.

XYZ file:
```
160
Properties=species:S:1:pos:R:3:lowdin_charge:R:1
O -6.5434 0.4881 2.4406 -0.26
S -6.2378 1.5066 3.3560 0.55
O -6.5966 2.8344 3.0011 -0.27
O -7.0952 1.1962 4.6545 -0.28
C -7.0080 -0.0142 5.5011 -0.20
C -7.2479 -1.2654 4.6990 -0.07
C -4.5336 1.4257 3.9819 -0.09
H -7.7434 0.1506 6.3336 0.13
H -6.0190 0.0190 5.9803 0.11
H -8.1081 -1.2383 4.0871 0.08
H -7.3334 -2.1233 5.3108 0.07
H -6.3656 -1.4210 4.1122 0.06
H -3.9534 1.7960 3.1837 0.02
H -4.1705 0.3959 4.2189 0.06
H -4.3265 2.2076 4.7354 0.09
O 1.1201 1.6190 3.6370 -0.31
S 1.0965 1.8301 2.1894 0.56
O 1.6296 3.0083 1.6091 -0.27
O 1.8122 0.6339 1.4857 -0.26
C 1.5191 -0.7357 2.0429 -0.19
C 2.8009 -1.4736 2.1756 -0.05
C -0.6117 1.8018 1.6508 -0.10
H 0.7664 -1.2643 1.3953 0.14
H 1.1521 -0.4562 3.0144 0.08
H 3.2500 -1.6545 1.2211 0.08
H 2.7033 -2.3799 2.6818 0.03
H 3.4379 -0.9496 2.8819 0.10
H -1.0570 0.8911 2.0398 0.06
H -0.5163 1.6372 0.5568 0.04
H -1.0909 2.7303 1.9813 0.07
O -3.0781 -1.5057 4.9575 -0.30
S -2.0254 -2.4650 4.7110 0.58
O -1.7745 -2.9176 3.3651 -0.29
O -0.6386 -1.8572 5.1468 -0.27
C -0.4979 -0.9569 6.2852 -0.21
C 1.0091 -0.5758 6.5051 -0.03
C -2.3261 -3.8967 5.7676 -0.09
H -0.9947 -1.4547 7.0992 0.10
H -1.1475 -0.1155 6.0512 0.11
H 1.1697 -0.1754 7.5582 0.10
H 1.3353 0.1827 5.8001 0.05
H 1.5808 -1.4884 6.5105 0.06
H -3.1380 -4.4030 5.2076 0.09
H -2.5703 -3.6502 6.7926 0.07
H -1.4289 -4.4388 5.7508 0.05
O -3.6753 3.0780 0.0344 -0.28
S -3.6885 4.3163 0.7567 0.54
O -3.1791 4.3732 2.1120 -0.29
O -2.8400 5.2521 -0.1671 -0.28
C -1.2987 4.9645 -0.1608 -0.14
C -0.6861 5.4686 -1.4734 -0.04
C -5.2372 5.0611 0.7152 -0.10
H -1.2712 3.8516 -0.0639 0.09
H -0.8914 5.2983 0.7878 0.11
H -1.0104 4.8861 -2.3692 0.09
H 0.3940 5.3672 -1.4100 0.09
H -1.0587 6.4289 -1.6260 0.05
H -5.7857 4.5466 1.4844 0.05
H -5.6760 5.0620 -0.2927 0.08
H -5.0664 6.0842 0.9695 0.07
O 3.8413 2.1986 -2.0905 -0.29
S 5.0016 3.0591 -2.0857 0.59
O 4.8323 4.4880 -2.2734 -0.28
O 5.7099 2.7459 -0.6915 -0.28
C 5.0306 3.0660 0.5313 -0.24
C 5.5882 2.0554 1.5269 -0.05
C 6.2119 2.4543 -3.1767 -0.12
H 3.9358 3.0625 0.3829 0.11
H 5.3651 4.0586 0.7486 0.11
H 6.6740 2.0788 1.4740 0.08
H 5.2290 1.0903 1.2385 0.04
H 5.2000 2.3794 2.5478 0.11
H 6.7450 1.6261 -2.7925 0.04
H 6.9293 3.2445 -3.4019 0.08
H 5.5698 2.0732 -4.0071 0.08
O -0.9954 0.0124 -3.0860 -0.25
S -0.2470 0.1381 -1.8855 0.53
O 0.0699 1.4356 -1.4530 -0.24
O -1.0412 -0.6954 -0.7815 -0.27
C -2.4353 -0.4021 -0.6611 -0.30
C -3.0510 -1.3093 0.3394 -0.04
C 1.2088 -0.7400 -1.9373 -0.11
H -2.8646 -0.4335 -1.6526 0.09
H -2.4347 0.7098 -0.4010 0.13
H -2.8811 -2.3837 0.0529 0.09
H -4.1373 -1.0322 0.3549 0.10
H -2.6209 -1.0528 1.3310 0.07
H 1.8990 -0.2967 -2.6742 0.06
H 1.0927 -1.8111 -2.2080 0.09
H 1.6706 -0.5953 -0.9636 0.07
C 2.0322 1.1288 -5.2943 -0.03
C 2.0443 -0.3787 -5.6672 -0.16
O 3.4277 -0.9043 -5.8655 0.03
C 3.9535 -1.4146 -4.7492 -0.40
O 3.3751 -1.8317 -3.8058 0.17
C 5.4781 -1.3391 -4.7511 -0.57
F 5.9085 -0.5002 -3.8140 0.16
F 6.0512 -2.4632 -4.3742 0.18
F 5.9528 -0.9437 -5.9266 0.18
H 2.6912 1.6706 -6.0051 0.09
H 2.4796 1.2134 -4.2495 0.08
H 1.0106 1.4905 -5.3670 0.08
H 1.5633 -0.5298 -6.6251 0.12
H 1.6443 -0.9718 -4.8189 0.09
C -0.0964 -5.0474 0.0210 -0.05
C 0.1445 -5.3323 1.4761 -0.13
O 1.6131 -5.0330 1.8055 0.04
C 1.8755 -5.3673 3.0419 -0.43
O 1.1720 -5.9546 3.8291 0.14
C 3.2919 -4.9181 3.4424 -0.56
F 3.9846 -6.0203 3.7778 0.16
F 3.9825 -4.3073 2.4883 0.17
F 3.2237 -4.1353 4.5253 0.16
H 0.4936 -5.7649 -0.5502 0.09
H 0.2813 -4.0226 -0.1736 0.08
H -1.1559 -5.0003 -0.1810 0.07
H -0.0330 -6.3464 1.7548 0.12
H -0.3098 -4.6306 2.1657 0.10
C -2.8730 0.0576 -6.2457 -0.03
C -1.7043 -0.9446 -5.9429 -0.21
O -2.2585 -1.8288 -4.9927 -0.01
C -1.4245 -2.6391 -4.3079 -0.38
O -0.2454 -2.8057 -4.4300 0.17
C -2.2805 -3.2703 -3.1977 -0.58
F -2.6999 -4.4425 -3.5998 0.20
F -1.5886 -3.3866 -2.0937 0.18
F -3.3788 -2.5309 -2.9209 0.16
H -2.7335 0.5791 -7.1978 0.07
H -3.0805 0.6963 -5.3409 0.09
H -3.7474 -0.6171 -6.4566 0.09
H -0.9202 -0.4277 -5.3048 0.10
H -1.2080 -1.4198 -6.7503 0.11
C 10.0276 -0.7401 -3.1313 -0.04
C 9.9307 -1.5785 -1.7874 -0.15
O 8.6285 -1.6531 -1.1474 0.03
C 8.2733 -0.8834 -0.1551 -0.38
O 8.8828 0.0904 0.2540 0.14
C 6.9022 -1.2422 0.4939 -0.60
F 6.9844 -0.9998 1.7486 0.22
F 5.9772 -0.4655 -0.1201 0.14
F 6.5126 -2.4963 0.3452 0.18
H 11.0991 -0.8211 -3.3154 0.07
H 9.9335 0.3022 -2.9610 0.05
H 9.3758 -1.1293 -3.9736 0.10
H 10.5422 -1.0671 -1.0607 0.11
H 10.3251 -2.6034 -1.9518 0.13
C -8.5399 1.1226 -1.5848 -0.04
C -7.4512 1.7083 -0.7038 -0.21
O -6.7126 2.6157 -1.4997 0.00
C -5.5518 2.1397 -2.0237 -0.37
O -5.0669 1.0497 -2.0360 0.17
C -4.8954 3.2564 -2.8941 -0.65
F -3.5949 3.1734 -2.8792 0.20
F -5.3484 3.1333 -4.1037 0.21
F -5.2731 4.4064 -2.3861 0.17
H -8.9637 2.0443 -1.9619 0.07
H -9.4583 0.6708 -1.1302 0.09
H -8.2089 0.4672 -2.3791 0.08
H -6.7105 1.0621 -0.3273 0.09
H -7.8867 2.3307 0.0746 0.13
```

Entry 2:
Here is a cluster of 7 separate species, C38H73IO26P6 in total at a distorted geometry from OMol25. Energies are from ωB97M-V/def2-TZVPD.

As for the LUMO energy: -0.676 eV. The total charge is 0. The calculation puts the HOMO energy at -8.9 eV. The energy is -5794.29412 hartree. As for the gap between HOMO and LUMO: 8.190 eV. The SMILES is CCCc1ccc([C@H](I)CC)c2c1C(=O)c1ccccc1C2=O.COP(=O)(OC)OC.COP(=O)(OC)OC.COP(=O)(OC)OC.COP(=O)(OC)OC.COP(=O)(OC)OC.COP(=O)(OC)OC.

XYZ file:
```
144
Properties=species:S:1:pos:R:3:lowdin_charge:R:1
C 2.3267 0.7226 3.4150 -0.11
C 2.0852 -0.8345 3.2355 -0.25
C 0.6408 -1.2175 2.7466 -0.16
C 0.1652 -0.4643 1.4699 -0.13
C 1.1724 -0.0254 0.5011 0.02
C 0.8796 0.7386 -0.7201 -0.03
C -0.5093 1.0696 -0.9889 -0.19
C -0.9456 1.9381 -2.2289 -0.64
I 0.6181 2.3421 -3.6954 0.83
C -1.3638 3.3640 -1.6354 -0.30
C -0.2650 3.9398 -0.6396 -0.12
C -1.5690 0.6084 -0.0547 -0.01
C -1.2490 -0.1662 1.1830 -0.01
C -2.3948 -0.6220 2.1411 -0.27
O -2.2965 -1.6251 2.8114 0.10
C -3.6626 0.2753 2.1729 -0.06
C -4.5543 0.3920 3.3178 0.00
C -5.7308 1.2550 3.2086 -0.06
C -6.0234 2.0402 2.0006 -0.04
C -5.1318 1.9288 0.8422 0.01
C -3.9929 1.0401 0.9795 -0.07
C -3.0726 0.8930 -0.2794 -0.27
O -3.6149 0.9781 -1.3632 0.06
H 2.9537 1.0522 2.5340 0.06
H 1.3797 1.3271 3.3258 0.08
H 2.9157 0.9978 4.3236 0.06
H 2.8707 -1.2127 2.5351 0.09
H 2.2430 -1.2960 4.2523 0.10
H 0.6031 -2.3336 2.5847 0.13
H -0.0832 -0.9898 3.5761 0.11
H 2.2376 -0.2841 0.7117 0.11
H 1.7491 1.0355 -1.3418 0.05
H -1.8035 1.4892 -2.7958 0.07
H -2.3000 3.2590 -1.0143 0.10
H -1.5256 4.1293 -2.4321 0.09
H -0.5825 4.9930 -0.3822 0.08
H 0.7444 4.0389 -1.1164 0.05
H -0.2341 3.3812 0.3268 0.07
H -4.3793 -0.1760 4.2548 0.11
H -6.4745 1.3721 4.0364 0.10
H -6.9016 2.7159 1.9116 0.10
H -5.3010 2.4918 -0.1080 0.11
C 6.5188 -5.2705 4.8608 -0.09
O 5.8278 -4.4341 3.9310 -0.21
P 6.5948 -3.2003 3.2691 0.36
O 5.8046 -2.4544 2.2851 -0.22
O 7.9422 -3.8433 2.7063 -0.23
C 7.8148 -4.8333 1.6883 -0.09
O 7.0998 -2.3560 4.5192 -0.22
C 6.1733 -1.4369 5.0964 -0.09
H 6.4418 -6.3032 4.5199 0.09
H 7.5736 -5.0081 4.9533 0.07
H 6.0449 -5.1820 5.8378 0.10
H 6.8268 -4.8166 1.2249 0.09
H 7.9876 -5.8167 2.1292 0.09
H 8.5696 -4.6504 0.9246 0.09
H 6.3373 -1.4131 6.1733 0.09
H 5.1401 -1.7316 4.9046 0.08
H 6.3507 -0.4422 4.6868 0.09
C 6.6379 5.2272 -0.3860 -0.10
O 5.3281 4.6679 -0.4383 -0.21
P 5.1544 3.1098 -0.7505 0.36
O 3.7650 2.6464 -0.7129 -0.22
O 6.1365 2.3950 0.2764 -0.21
C 5.8619 2.5568 1.6662 -0.09
O 5.9035 2.9096 -2.1382 -0.21
C 5.1605 3.2022 -3.3225 -0.09
H 6.7597 5.7336 0.5719 0.09
H 7.4171 4.4699 -0.4853 0.09
H 6.7451 5.9555 -1.1899 0.09
H 4.8451 2.9134 1.8421 0.08
H 6.5712 3.2730 2.0849 0.09
H 5.9933 1.5963 2.1632 0.09
H 5.8408 3.6267 -4.0602 0.09
H 4.3597 3.9182 -3.1299 0.09
H 4.7367 2.2793 -3.7183 0.09
C 12.5056 -2.6291 7.6619 -0.10
O 11.1921 -3.1814 7.6326 -0.22
P 11.0070 -4.7471 7.3674 0.36
O 9.6146 -5.2021 7.4249 -0.22
O 11.9915 -5.4383 8.4093 -0.22
C 11.7260 -5.2336 9.7949 -0.09
O 11.7490 -4.9951 5.9835 -0.21
C 10.9990 -4.7333 4.7977 -0.09
H 12.6355 -2.0954 8.6038 0.09
H 13.2796 -3.3938 7.5812 0.09
H 12.6132 -1.9255 6.8363 0.09
H 10.7128 -4.8655 9.9657 0.09
H 12.4421 -4.5099 10.1883 0.09
H 11.8542 -6.1791 10.3198 0.09
H 11.6730 -4.3355 4.0398 0.09
H 10.2043 -4.0067 4.9757 0.08
H 10.5663 -5.6655 4.4341 0.09
C -9.0312 3.5017 -4.8100 -0.09
O -8.4930 3.8606 -3.5375 -0.22
P -6.9793 4.3625 -3.4418 0.35
O -6.5669 4.7619 -2.0914 -0.23
O -6.8757 5.5032 -4.5487 -0.22
C -7.6922 6.6575 -4.3755 -0.10
O -6.1381 3.1829 -4.0903 -0.21
C -5.8007 2.0894 -3.2326 -0.09
H -9.9437 4.0759 -4.9747 0.09
H -8.3365 3.7042 -5.6267 0.09
H -9.2758 2.4396 -4.8062 0.09
H -8.0712 6.7393 -3.3551 0.09
H -8.5341 6.6013 -5.0679 0.09
H -7.1018 7.5428 -4.6077 0.09
H -5.8198 1.1705 -3.8175 0.10
H -6.5071 1.9935 -2.4061 0.09
H -4.7983 2.2383 -2.8392 0.06
C -0.1001 -2.5047 -3.2186 -0.10
O -0.9360 -3.6462 -3.1697 -0.21
P -0.4955 -4.8400 -2.2201 0.35
O -1.4571 -5.9440 -2.1586 -0.22
O -0.1994 -4.0921 -0.8504 -0.22
C -1.2895 -3.4071 -0.2372 -0.08
O 0.9655 -5.2367 -2.7126 -0.21
C 1.0540 -6.1480 -3.8064 -0.10
H -0.7044 -1.6270 -2.9845 0.09
H 0.7266 -2.5598 -2.5087 0.09
H 0.3030 -2.4009 -4.2266 0.09
H -2.2518 -3.7272 -0.6419 0.10
H -1.1684 -2.3358 -0.4035 0.07
H -1.2717 -3.6024 0.8345 0.09
H 1.9163 -5.8746 -4.4142 0.09
H 0.1598 -6.1166 -4.4309 0.09
H 1.1947 -7.1583 -3.4223 0.09
C -15.3626 1.6089 -6.9796 -0.10
O -14.1875 0.9267 -6.5490 -0.21
P -12.8018 1.7206 -6.4808 0.35
O -11.6801 0.9330 -5.9626 -0.22
O -13.1507 3.0295 -5.6442 -0.23
C -13.5789 2.8487 -4.2958 -0.09
O -12.6105 2.2848 -7.9553 -0.22
C -12.0242 1.4042 -8.9148 -0.09
H -16.1316 1.4886 -6.2161 0.09
H -15.1893 2.6742 -7.1396 0.09
H -15.7118 1.1617 -7.9102 0.09
H -13.3363 1.8527 -3.9214 0.09
H -14.6587 2.9983 -4.2456 0.09
H -13.0891 3.5932 -3.6697 0.09
H -12.4840 1.5952 -9.8840 0.09
H -12.1823 0.3575 -8.6510 0.09
H -10.9553 1.6056 -8.9818 0.09
```

Entry 3:
Here is a cluster of 3 separate species, C38H74BFN5O5 in total at a distorted geometry from OMol25. Energies are from ωB97M-V/def2-TZVPD.

As for the LUMO energy: -3.766 eV. The total charge is +1. The calculation puts the HOMO energy at -9.4 eV. As for the energy relative to the best compared isomer or geometry (same formula, charge and spin): 0.0 kcal per mole. The energy is -2266.72315 hartree. As for the gap between HOMO and LUMO: 5.593 eV.

XYZ file:
```
124
Properties=species:S:1:pos:R:3:lowdin_charge:R:1
C 2.6265 -1.7434 1.5083 -0.09
C 1.5096 -1.2927 2.4839 -0.16
C 1.4576 0.2815 2.5780 -0.23
F 2.5015 0.7727 1.8345 0.01
C 0.1037 0.8698 2.1982 -0.08
N -0.9561 0.1266 2.5453 0.15
C -2.2157 0.4853 2.3143 -0.01
C -2.5162 1.6823 1.7057 0.04
C -1.4296 2.4916 1.3395 0.01
B -1.7883 3.8956 0.6563 -0.57
O -1.6330 5.0039 1.4306 0.19
N -2.2186 3.9057 -0.7272 -0.06
C -1.9913 2.6084 -1.4027 -0.07
C -1.4663 4.9195 -1.5154 -0.06
C -0.1098 2.0863 1.5874 -0.08
C 1.0369 3.0064 1.2210 -0.10
C 1.7299 3.5578 2.5205 -0.15
C 1.8107 5.1067 2.4258 -0.20
C 2.8429 5.6011 3.4755 -0.20
C 4.3058 5.2749 3.1173 -0.20
C 4.7111 5.6323 1.6504 -0.18
C 6.1061 6.3422 1.5831 -0.19
C 7.1154 5.6115 0.6501 -0.19
C 8.5190 5.5520 1.3076 -0.21
C 8.7381 4.2038 2.0394 -0.21
C 10.2304 4.1153 2.4865 -0.17
C 10.6929 2.6408 2.4539 -0.14
N 11.1781 2.2271 1.1329 -0.14
C 10.3950 1.5505 0.2708 -0.13
C 11.1433 1.2816 -0.8635 -0.09
C 12.4013 1.8768 -0.6083 -0.12
C 12.4269 2.4538 0.6412 -0.09
H 2.4772 -1.3299 0.5063 0.08
H 3.6115 -1.4789 1.9002 0.08
H 2.6027 -2.8324 1.3792 0.08
H 1.7259 -1.7434 3.4557 0.12
H 0.5865 -1.6865 2.0383 0.10
H 1.6369 0.5371 3.6348 0.17
H -0.8420 -0.7571 3.0320 0.17
H -3.0337 -0.1572 2.6322 0.14
H -3.5269 2.0333 1.5243 0.15
H -1.6942 5.8231 0.9226 0.11
H -0.9414 2.2749 -1.3711 0.10
H -2.6629 1.8312 -1.0255 0.07
H -2.2493 2.7237 -2.4642 0.10
H -0.3802 4.7304 -1.5141 0.10
H -1.8077 4.8517 -2.5533 0.09
H -1.6616 5.9276 -1.1356 0.09
H 1.7259 2.4267 0.5991 0.13
H 0.7348 3.8682 0.6181 0.10
H 1.1216 3.2960 3.3947 0.12
H 2.7317 3.1297 2.5932 0.10
H 2.0668 5.4167 1.4070 0.10
H 0.8233 5.5146 2.6793 0.11
H 2.6013 5.0565 4.4024 0.11
H 2.6616 6.6647 3.6717 0.11
H 4.4671 4.1977 3.2637 0.10
H 4.9926 5.7809 3.8042 0.10
H 3.9546 6.2694 1.1829 0.10
H 4.8313 4.6827 1.1170 0.10
H 6.5498 6.4073 2.5836 0.09
H 5.9611 7.3635 1.2141 0.11
H 7.2117 6.1974 -0.2732 0.11
H 6.8098 4.5880 0.4051 0.10
H 8.6817 6.3488 2.0450 0.11
H 9.3243 5.6256 0.5661 0.11
H 8.0734 4.0898 2.9073 0.11
H 8.5249 3.3689 1.3574 0.09
H 10.8750 4.7920 1.9186 0.11
H 10.2545 4.4491 3.5345 0.11
H 11.5060 2.4682 3.1693 0.12
H 9.8275 2.0215 2.7084 0.12
H 9.3653 1.2664 0.4393 0.11
H 10.8278 0.7516 -1.7501 0.09
H 13.2711 1.8805 -1.2590 0.09
H 13.2416 2.9629 1.1320 0.12
C -6.2515 -5.7239 1.2575 -0.10
O -4.8835 -5.3483 1.2148 -0.19
C -4.3050 -5.4574 -0.0813 -0.21
C -4.0037 -4.0879 -0.6590 -0.21
N -5.2307 -3.3776 -1.0055 -0.04
C -5.0352 -1.9656 -1.3194 -0.19
C -4.4920 -1.0583 -0.2161 -0.23
O -5.4054 -0.8703 0.8544 -0.19
C -5.3946 -1.8839 1.8480 -0.10
H -6.5519 -5.7826 2.3025 0.09
H -6.8792 -4.9769 0.7601 0.07
H -6.4054 -6.7018 0.7948 0.09
H -4.9305 -6.0458 -0.7589 0.11
H -3.3594 -5.9931 0.0434 0.12
H -3.3926 -4.2022 -1.5593 0.13
H -3.4148 -3.5397 0.0896 0.10
H -5.8803 -3.4458 -0.2335 0.07
H -6.0104 -1.5730 -1.6171 0.12
H -4.3843 -1.8893 -2.1967 0.12
H -4.3457 -0.0641 -0.6513 0.11
H -3.5081 -1.3636 0.1650 0.10
H -4.4000 -2.3206 1.9831 0.08
H -6.1165 -2.6674 1.6149 0.08
H -5.7055 -1.4297 2.7905 0.09
C -6.6034 -7.6359 -7.0117 -0.11
O -5.9036 -6.6488 -6.2740 -0.20
C -6.4674 -5.3459 -6.3740 -0.22
C -7.0867 -4.9190 -5.0565 -0.22
N -8.2979 -5.6793 -4.7680 -0.05
C -8.7994 -5.5085 -3.4064 -0.19
C -7.9049 -5.9615 -2.2542 -0.24
O -7.7183 -7.3650 -2.1756 -0.18
C -6.6965 -7.8849 -3.0085 -0.10
H -5.9976 -8.5410 -7.0121 0.09
H -7.5682 -7.8706 -6.5507 0.08
H -6.7587 -7.3202 -8.0467 0.09
H -7.1875 -5.2752 -7.1941 0.12
H -5.6411 -4.6652 -6.6004 0.12
H -7.3377 -3.8549 -5.1048 0.12
H -6.3260 -5.0575 -4.2768 0.10
H -8.1140 -6.6623 -4.9185 0.07
H -9.7318 -6.0754 -3.3436 0.12
H -9.0615 -4.4554 -3.2602 0.12
H -8.4116 -5.6817 -1.3252 0.12
H -6.9402 -5.4394 -2.2376 0.09
H -5.8715 -7.1791 -3.1398 0.08
H -7.0974 -8.1780 -3.9813 0.07
H -6.3074 -8.7871 -2.5344 0.09
```